No. 1
{"formula": "C3H9N3", "method": "ωB97M-V/def2-TZVPD", "elements": ["H", "N", "C", "N", "C", "C", "N", "H", "H", "H", "H", "H", "H", "H", "H"], "coordinates": [[0.860183, -1.806932, -1.752708], [0.527084, -0.867664, -1.645088], [0.558839, -0.818150, -0.346222], [0.853095, -1.752178, 0.699917], [0.144402, 0.752799, 0.086278], [-0.880364, 0.876339, 1.065042], [-0.287108, 1.264913, -1.191393], [0.077491, -1.423672, 1.430207], [0.436684, -2.792844, 0.453371], [1.183713, 1.330225, 0.188109], [-0.774863, 0.220488, 2.011629], [-1.753466, 0.278446, 0.785149], [-1.298475, 1.755456, 1.398213], [0.261889, 2.177624, -1.053867], [0.090897, 0.805147, -2.128637]], "atomic_forces_ev_per_a": [[0.17, -1.21, -1.36], [1.31, -2.64, 3.06], [-1.12, 3.39, -0.50], [-4.49, -1.45, 0.09], [5.03, -2.27, -3.24], [-2.05, -4.42, 3.51], [1.02, 3.92, -2.00], [2.48, -1.00, -1.38], [1.65, 3.24, 0.41], [-1.90, -1.65, 1.30], [0.95, 1.33, -0.74], [-0.23, 0.33, -1.11], [-0.21, 2.46, 0.35], [-1.85, -1.00, -1.73], [-0.77, 0.98, 3.34]], "homo_energy_ev": -8.80, "charge": 0, "orbital_gap_ev": 9.534, "smiles": "[H]/N=C(\\N)[C@H](C)N", "lumo_ev": 0.730}

No. 2
{"formula": "C15H47O11Ti", "method": "ωB97M-V/def2-TZVPD", "elements": ["Ti", "C", "C", "O", "O", "H", "H", "H", "C", "O", "H", "H", "H", "H", "C", "O", "H", "H", "H", "H", "C", "O", "H", "H", "H", "H", "C", "O", "H", "H", "H", "H", "C", "O", "H", "H", "H", "H", "C", "C", "O", "H", "H", "H", "H", "H", "H", "C", "C", "O", "H", "H", "H", "H", "H", "H", "C", "C", "O", "H", "H", "H", "H", "H", "H", "C", "C", "O", "H", "H", "H", "H", "H", "H"], "coordinates": [[-12.635691, -19.438423, -9.339386], [-11.383759, -22.640894, -6.747761], [-11.788450, -21.598176, -7.786434], [-12.722338, -20.842612, -7.489318], [-11.175012, -21.468287, -8.874654], [-10.703666, -22.185550, -6.027875], [-10.808724, -23.457842, -7.183693], [-12.277329, -23.016125, -6.248935], [-11.770381, -19.139022, -12.068155], [-12.955267, -18.722469, -11.487536], [-11.792337, -19.781310, -12.948541], [-11.162300, -18.324112, -12.460904], [-11.108961, -19.723614, -11.428721], [-13.500410, -18.332613, -12.174870], [-10.092208, -17.565676, -9.179798], [-11.464510, -17.345976, -8.924173], [-9.768528, -17.084669, -10.102825], [-9.444574, -17.080770, -8.449361], [-9.978953, -18.645315, -9.278112], [-11.677791, -16.414059, -9.011631], [-13.451585, -22.337838, -11.206338], [-12.101162, -22.411376, -11.637302], [-13.539181, -22.413539, -10.122509], [-13.767005, -21.337022, -11.501253], [-14.101837, -23.071515, -11.682760], [-11.571519, -22.238190, -10.855582], [-15.741364, -17.826060, -9.789437], [-14.918632, -18.587806, -8.878871], [-15.412606, -16.787247, -9.759867], [-15.740356, -18.317029, -10.762595], [-16.763895, -17.978281, -9.443960], [-15.251123, -18.478893, -7.984900], [-14.263059, -18.708229, -4.591809], [-14.337586, -18.613085, -5.997714], [-13.290381, -18.294933, -4.325011], [-14.959667, -18.133514, -3.981443], [-14.039571, -19.678191, -4.147588], [-13.707949, -19.247955, -6.347125], [-13.752467, -15.073940, -7.979410], [-13.389644, -14.322172, -9.204692], [-12.042046, -14.591023, -9.724583], [-13.652952, -16.143489, -8.164515], [-14.825774, -15.037015, -7.793008], [-13.137633, -14.802404, -7.121303], [-13.454173, -13.259206, -8.972249], [-13.978151, -14.536432, -10.096802], [-11.458457, -13.870734, -9.475145], [-10.856398, -24.844396, -10.328927], [-9.490738, -24.323663, -10.013084], [-9.325805, -22.993838, -10.263442], [-10.958400, -25.923284, -10.211840], [-11.060845, -24.756494, -11.395972], [-11.699629, -24.372578, -9.824489], [-8.797122, -24.900435, -10.624913], [-9.200455, -24.378285, -8.963876], [-9.821939, -22.430585, -9.664936], [-16.359280, -21.704614, -7.756732], [-15.819248, -21.901103, -6.339576], [-15.205950, -23.200380, -6.351984], [-15.566831, -21.623508, -8.500733], [-16.984261, -20.811765, -7.774557], [-16.964179, -22.562704, -8.049801], [-16.691981, -21.841267, -5.689297], [-15.119724, -21.087528, -6.147575], [-14.300241, -22.943580, -6.539979], [-7.529550, -20.698691, -7.714454], [-8.007268, -19.681107, -6.689842], [-6.879574, -19.370523, -5.949964], [-6.744379, -21.373998, -7.374520], [-7.128081, -20.082944, -8.519298], [-8.367840, -21.262018, -8.124382], [-8.791312, -20.085724, -6.049787], [-8.360192, -18.740258, -7.112134], [-6.954817, -18.747531, -5.223447]], "atomic_forces_ev_per_a": [[-0.66, -0.29, 1.29], [0.29, -0.06, -0.61], [0.94, -0.73, 0.31], [-1.53, 1.19, 0.44], [0.34, 0.03, -0.55], [-0.22, 0.21, 0.16], [-0.22, -0.06, -0.16], [0.24, 0.00, 0.14], [2.76, -0.40, -1.91], [-0.51, -0.02, 0.17], [-1.17, -0.36, -0.08], [-0.01, 0.63, 0.43], [-0.46, 0.21, 0.67], [-0.20, 0.05, 0.21], [0.28, 0.63, -0.56], [-0.31, -0.71, 0.10], [-0.24, -0.17, -0.48], [-0.05, -0.48, 0.59], [0.39, 0.07, 0.31], [-0.01, 0.47, -0.29], [0.32, 0.89, -0.25], [-0.33, -0.48, -0.12], [-0.07, -0.18, 0.11], [-0.73, 0.12, 0.14], [0.26, -0.17, -0.07], [0.41, -0.02, 0.07], [-0.19, -1.10, 1.13], [0.43, 0.05, -0.99], [-0.28, 0.02, -0.46], [0.56, 0.33, -0.08], [-0.22, 0.65, -0.05], [0.15, 0.02, 0.39], [2.47, 0.48, 1.03], [-1.24, -0.10, 0.12], [0.25, 0.81, 0.21], [-0.58, -0.24, -0.78], [-1.19, -0.75, -0.48], [0.35, -0.30, -0.37], [-0.22, -1.55, -0.14], [0.96, 1.01, -1.16], [-0.38, -0.22, 0.76], [0.47, -0.24, 0.14], [0.00, 0.71, 0.32], [-0.28, 0.05, 0.04], [-0.10, 0.17, -0.33], [-0.57, -0.03, 0.41], [0.03, 0.00, 0.09], [-1.03, -0.87, -0.72], [0.03, -0.82, 1.09], [0.77, 2.12, -1.95], [0.27, -0.16, 0.62], [0.11, 0.51, -0.08], [0.19, 0.13, 0.26], [0.35, 0.16, 0.11], [-0.13, -1.26, 0.37], [-0.43, -0.03, 0.48], [-0.23, 0.23, 0.07], [-0.81, -0.24, -1.89], [0.25, 0.88, 0.90], [0.13, 0.20, 0.10], [-0.05, 0.15, -0.28], [-0.12, 0.00, 0.16], [0.36, -0.35, 0.52], [0.09, -0.23, 0.45], [0.35, -0.56, -0.10], [-0.63, 0.85, -0.82], [-0.32, -0.24, 0.40], [2.21, 0.02, 1.08], [-0.23, 0.16, 0.36], [0.27, -0.39, -0.30], [0.05, -0.07, -0.02], [-0.25, -0.12, 0.09], [-0.47, -0.27, -0.56], [-0.66, 0.03, -0.20]], "homo_energy_ev": [-4.27, -9.22], "charge": 0, "orbital_gap_ev": [4.330, 9.206], "multiplicity": 4, "lumo_ev": [0.062, -0.011]}